Density functional theory data (wB97M-V/def2-TZVPD) for a molecular structure, C22H63AsF6N5O7 at a distorted geometry.

```
104
Properties=species:S:1:pos:R:3:forces:R:3
As -0.144 -0.431 -0.387 -0.218 -0.626 0.037
F -0.995 -0.877 1.088 0.038 -0.050 -0.227
F 0.525 0.930 0.480 -0.049 -0.387 -0.408
F 0.684 0.003 -1.852 0.077 0.156 0.412
F -0.802 -1.814 -1.214 -0.154 0.061 0.165
F -1.564 0.450 -0.880 0.502 0.323 0.155
F 1.175 -1.471 0.118 -0.055 0.535 -0.021
C -2.267 0.655 3.724 0.104 -0.141 -0.123
O -0.887 0.414 3.569 0.244 -0.304 0.095
H -2.633 1.314 2.935 -0.101 0.176 0.153
H -2.879 -0.255 3.701 0.132 -0.097 -0.026
H -2.390 1.105 4.709 -0.126 0.190 -0.082
H -0.731 -0.066 2.740 -0.166 0.180 0.141
C -2.373 -1.237 -4.072 -0.532 0.213 0.412
O -2.192 -2.310 -4.989 -0.432 -0.083 0.078
H -3.340 -1.193 -3.546 -0.108 -0.615 -0.254
H -1.633 -1.290 -3.273 0.254 0.504 -0.302
H -2.408 -0.312 -4.647 0.706 0.011 0.050
H -2.307 -3.128 -4.495 0.112 0.018 -0.048
C 0.031 5.878 1.364 -0.715 0.060 0.393
C 0.169 4.356 1.441 0.657 0.288 0.842
C -0.294 3.763 2.760 -0.542 -0.573 -0.325
O 0.476 4.249 3.836 0.153 0.259 -0.062
C -0.135 4.018 5.076 0.121 0.990 0.343
N -0.554 3.709 0.356 0.424 0.174 -0.199
H -0.851 6.221 1.918 -0.057 -0.138 -0.056
H -0.129 6.207 0.336 0.301 -0.008 -0.067
H 0.871 6.404 1.815 0.142 -0.099 -0.162
H 1.251 4.147 1.475 0.001 -0.104 -0.509
H -0.194 2.672 2.699 0.053 -0.036 0.038
H -1.372 3.939 2.903 0.054 0.336 0.104
H 0.480 4.478 5.855 0.342 -0.326 -0.131
H -0.273 2.958 5.292 -0.234 -0.063 -0.055
H -1.055 4.617 5.143 -0.366 -0.568 -0.109
H -0.171 4.121 -0.495 -0.224 -0.232 0.046
H -0.273 2.730 0.321 -0.258 0.147 0.029
C 4.644 -1.535 -1.626 0.165 -1.067 0.231
C 4.158 -2.935 -2.067 -0.808 1.002 -0.088
C 4.577 -4.010 -1.090 -0.891 -0.872 -0.799
O 5.840 -4.527 -1.453 0.452 0.424 0.387
C 6.309 -5.455 -0.511 -0.242 0.387 0.853
N 2.679 -2.916 -2.169 -0.030 0.007 0.290
H 4.171 -1.373 -0.654 -0.039 0.362 -0.056
H 4.316 -0.783 -2.339 0.139 0.164 0.028
H 5.725 -1.515 -1.464 0.001 0.157 -0.237
H 4.487 -3.196 -3.074 0.424 -0.022 0.133
H 3.862 -4.844 -1.187 -0.094 0.155 0.106
H 4.481 -3.645 -0.058 0.539 0.006 0.042
H 5.659 -6.334 -0.432 0.163 -0.201 -0.370
H 6.292 -5.023 0.502 0.071 0.119 -0.070
H 7.347 -5.695 -0.722 -0.067 -0.248 -0.302
H 2.260 -2.796 -1.248 0.209 -0.165 0.108
H 2.399 -2.039 -2.604 0.036 -0.148 -0.301
C 3.108 3.158 -0.525 -0.405 -0.476 0.203
C 3.050 3.086 -2.050 -0.181 0.663 0.402
C 1.645 3.244 -2.610 0.202 -0.713 -0.355
O 1.044 4.453 -2.216 0.319 0.582 0.326
C -0.111 4.754 -2.954 -0.262 -0.610 -0.456
N 3.943 4.093 -2.669 -0.204 -0.967 -0.086
H 3.002 4.177 -0.155 -0.006 0.026 -0.048
H 4.040 2.727 -0.152 0.127 0.216 -0.078
H 2.315 2.545 -0.085 -0.022 0.099 0.002
H 3.351 2.070 -2.312 0.179 0.126 -0.387
H 1.040 2.385 -2.297 -0.105 0.085 0.083
H 1.730 3.197 -3.704 -0.070 0.120 -0.009
H -0.623 5.603 -2.511 0.124 0.118 0.074
H -0.798 3.898 -2.965 -0.083 0.020 0.176
H 0.125 4.949 -4.006 0.114 0.223 0.012
H 3.609 5.004 -2.378 0.178 0.076 0.079
H 4.859 3.924 -2.268 0.094 0.438 -0.068
C -4.383 -1.321 -0.669 0.788 0.228 0.358
C -5.017 0.059 -0.505 -0.278 -0.717 -0.242
C -4.787 0.665 0.877 0.452 -0.032 -0.823
O -5.365 1.957 0.889 -0.348 -0.080 0.314
C -4.946 2.714 1.993 0.187 0.532 0.058
N -4.579 0.930 -1.594 -0.135 0.181 0.215
H -3.288 -1.291 -0.670 -0.075 0.321 -0.221
H -4.703 -1.705 -1.634 -0.052 -0.354 0.147
H -4.586 -1.997 0.167 -0.555 -0.042 -0.197
H -6.085 -0.131 -0.678 -0.091 0.403 0.303
H -3.695 0.746 0.977 -0.029 0.008 0.274
H -5.188 0.028 1.674 -0.040 0.062 0.068
H -5.183 2.246 2.956 0.100 -0.221 -0.052
H -5.445 3.686 1.989 -0.164 -0.124 -0.244
H -3.872 2.925 1.928 0.040 -0.155 0.136
H -5.005 1.835 -1.413 0.153 0.016 -0.200
H -3.573 1.068 -1.533 -0.021 -0.056 0.017
C 1.427 -5.520 0.624 -0.337 -0.286 0.134
C 0.001 -5.231 0.143 0.490 -0.168 -1.320
C -0.784 -4.372 1.131 0.646 -0.722 0.158
O -1.044 -5.185 2.270 -0.075 -0.350 0.085
C -2.070 -4.672 3.063 -0.494 0.445 0.232
N 0.022 -4.608 -1.202 0.228 0.809 0.221
H 1.373 -5.872 1.658 0.373 0.264 0.036
H 2.064 -4.647 0.473 -0.092 0.222 0.514
H 1.910 -6.307 0.039 -0.273 -0.102 -0.105
H -0.490 -6.195 -0.022 -0.251 0.047 0.537
H -1.730 -4.009 0.725 0.091 0.109 -0.261
H -0.132 -3.547 1.439 -0.272 0.347 -0.111
H -1.833 -3.669 3.438 0.031 0.034 -0.010
H -2.268 -5.312 3.923 0.352 -0.200 -0.047
H -3.021 -4.605 2.516 0.080 0.054 -0.156
H -0.024 -3.593 -1.104 -0.478 -0.193 0.057
H 0.949 -4.672 -1.618 -0.063 -0.535 -0.024
```
Positions in Å, forces in eV/Å.

**Net charge**: -1
**Gap between HOMO and LUMO**: 9.19 eV
**Relative energy (zero: lowest compared OMol25 entry of this formula, charge and spin)**: 0.0 kcal/mol
**HOMO energy**: -6.57 eV

Mulliken population analysis, charges in e, atoms 1 to 99: As 2.192; F -0.501; F -0.620; F -0.547; F -0.536; F -0.443; F -0.523; C -0.554; O -0.579; H 0.019; H 0.304; H 0.375; H 0.371; C -0.172; O -0.564; H 0.120; H -0.042; H 0.309; H 0.309; C -1.632; C 1.338; C -0.481; O -0.440; C -0.700; N -0.602; H 0.337; H 0.391; H 0.360; H -0.214; H 0.180; H 0.323; H 0.299; H 0.221; H 0.314; H 0.147; H 0.237; C -1.276; C 0.292; C -0.706; O -0.380; C -0.743; N -0.491; H 0.255; H 0.328; H 0.432; H 0.427; H 0.324; H 0.383; H 0.291; H 0.313; H 0.278; H -0.023; H 0.241; C -0.930; C 0.682; C -0.484; O -0.367; C -0.900; N -0.837; H 0.317; H 0.417; H -0.063; H -0.009; H 0.128; H 0.515; H 0.277; H 0.327; H 0.334; H 0.291; H 0.277; C -1.130; C 0.227; C 0.282; O -0.400; C -0.347; N -0.713; H -0.033; H 0.317; H 0.434; H 0.352; H -0.458; H 0.402; H 0.298; H 0.282; H -0.054; H 0.360; H 0.231; C -1.269; C 0.582; C -0.400; O -0.379; C -0.682; N -0.737; H 0.413; H 0.116; H 0.354; H 0.206; H 0.367; H 0.187